66
Properties=species:S:1:pos:R:3:nbo_charge:R:1 method="wB97M-V/def2-TZVPD" homo_lumo_gap_ev=9.68 spin_multiplicity=1 total_charge=-1 relative_energy_kcal_mol=0.0 e_tot_ev=-54661.3493 lumo_ev=2.359
F -0.02 -0.20 0.23 -0.955
C 3.41 -0.28 -1.94 -0.633
C 3.06 -1.68 -2.37 0.065
C 1.80 -2.24 -1.68 -0.134
O 0.94 -2.62 -2.74 -0.501
C 1.47 -2.27 -3.93 0.976
O 0.97 -2.48 -4.99 -0.596
O 2.61 -1.58 -3.75 -0.498
H 4.04 0.23 -2.67 0.228
H 4.01 -0.28 -1.03 0.217
H 2.48 0.27 -1.78 0.234
H 3.90 -2.37 -2.33 0.184
H 1.30 -1.57 -0.96 0.262
H 2.05 -3.12 -1.08 0.186
C -2.46 -1.71 -3.27 -0.639
C -1.84 -0.67 -2.40 0.061
C -0.62 0.07 -2.96 -0.093
O -0.93 1.45 -2.81 -0.492
C -2.20 1.60 -2.38 0.984
O -2.71 2.67 -2.21 -0.610
O -2.78 0.42 -2.20 -0.505
H -1.87 -2.63 -3.29 0.236
H -2.62 -1.31 -4.27 0.210
H -3.46 -2.00 -2.93 0.219
H -1.59 -1.00 -1.39 0.226
H -0.47 -0.16 -4.02 0.182
H 0.23 -0.23 -2.36 0.212
C 3.37 1.19 1.30 -0.647
C 2.51 0.20 2.03 0.054
C 2.75 -1.27 1.64 -0.096
O 3.30 -1.87 2.82 -0.500
C 3.30 -0.98 3.83 0.973
O 3.69 -1.22 4.93 -0.603
O 2.81 0.21 3.45 -0.492
H 3.28 2.17 1.77 0.244
H 3.04 1.27 0.26 0.229
H 4.44 1.00 1.38 0.203
H 1.45 0.43 1.93 0.238
H 3.49 -1.35 0.84 0.169
H 1.81 -1.73 1.34 0.218
C -3.32 0.30 1.26 -0.641
C -3.38 -1.18 1.02 0.076
C -2.31 -1.99 1.77 -0.092
O -3.03 -3.07 2.35 -0.497
C -4.36 -2.83 2.27 0.975
O -5.19 -3.55 2.73 -0.599
O -4.61 -1.69 1.60 -0.500
H -2.46 0.73 0.75 0.253
H -3.35 0.57 2.32 0.205
H -4.20 0.80 0.84 0.225
H -3.36 -1.43 -0.04 0.186
H -1.84 -1.34 2.52 0.187
H -1.54 -2.34 1.08 0.217
C -1.54 3.39 2.62 -0.629
C -0.44 2.73 1.81 0.058
C -0.54 2.97 0.30 -0.118
O 0.65 3.72 -0.02 -0.492
C 1.38 3.96 1.09 0.978
O 2.38 4.60 1.11 -0.616
O 0.81 3.40 2.17 -0.503
H -2.43 2.76 2.67 0.217
H -1.85 4.34 2.19 0.208
H -1.24 3.57 3.65 0.224
H -0.29 1.69 2.07 0.216
H -1.35 3.60 -0.04 0.199
H -0.55 1.96 -0.14 0.250